Density functional theory data (wB97M-V/def2-TZVPD) for a molecular structure, C41H46MnN3O2SSbSi2 in a non-equilibrium geometry.

Geometry as XYZ:
```
97
Properties=species:S:1:pos:R:3:forces:R:3
Mn -0.5138 0.3789 0.9314 0.4 0.6 -2.1
C 2.7610 -7.1771 -0.7759 0.2 0.1 0.0
O 1.5142 -7.8338 -0.7095 -0.1 -0.3 -0.1
C 0.5912 -7.4296 0.1803 -0.4 0.0 0.3
C -0.6462 -8.0899 0.1222 0.5 0.1 -0.3
C -1.6687 -7.7499 0.9675 -0.1 0.6 0.4
C -1.5021 -6.6921 1.8774 1.8 0.5 -1.2
C -0.2417 -6.0801 1.9822 -0.6 -0.3 0.1
C 0.7890 -6.4419 1.1488 0.4 -0.1 -0.3
N -2.5620 -6.3205 2.6503 -1.1 -1.1 1.1
N -2.7082 -5.2533 3.2530 -2.1 -1.0 0.8
C -2.2535 -4.0135 3.0462 1.7 2.1 -0.3
C -2.0575 -3.1907 4.1782 -0.4 -1.6 -1.0
C -1.4233 -1.9762 4.1024 0.8 1.4 -1.2
C -1.0420 -1.4515 2.8507 -1.1 -2.0 0.7
O -0.4234 -0.3441 2.6293 0.9 1.4 1.4
C -1.4437 -2.1660 1.6763 -0.1 0.1 0.8
N -1.2540 -1.4677 0.5239 -0.2 -1.2 -0.7
C -1.5227 -2.0901 -0.6204 0.1 0.5 0.3
C -2.0644 -3.3678 -0.6605 -0.2 -0.5 0.2
C -2.3574 -4.0443 0.5104 0.2 0.3 -0.4
C -2.0109 -3.4575 1.7331 -0.1 0.2 0.6
H 3.3036 -7.6698 -1.5817 0.0 0.1 0.1
H 3.3243 -7.2779 0.1565 0.0 0.0 0.0
H 2.6325 -6.1170 -1.0146 0.0 0.0 0.0
H -0.7651 -8.8607 -0.6199 0.0 -0.2 -0.1
H -2.6179 -8.2574 0.9222 -0.2 -0.1 0.0
H -0.0758 -5.3477 2.7586 0.0 0.1 0.0
H 1.7398 -5.9446 1.2482 0.2 0.0 0.0
H -2.3459 -3.5927 5.1374 0.0 -0.1 0.1
H -1.2156 -1.4102 4.9953 0.1 0.1 0.1
H -1.3276 -1.5327 -1.5258 0.0 0.0 -0.1
H -2.2843 -3.8173 -1.6153 0.0 0.0 -0.1
H -2.8549 -5.0013 0.4723 0.0 -0.1 0.0
S 1.5276 0.1395 -0.5229 0.0 0.3 0.1
Sb 2.4083 2.2380 -0.9621 0.4 0.1 0.0
C 4.1790 2.0915 -2.1654 -0.7 0.1 0.4
C 4.2839 2.8285 -3.3316 -0.2 0.1 -0.1
C 5.4706 2.8090 -4.0464 0.0 0.1 -0.1
C 6.5446 2.0615 -3.5916 0.0 0.0 0.0
C 6.4275 1.3158 -2.4297 0.0 -0.1 0.1
C 5.2429 1.3295 -1.7125 0.0 -0.2 0.2
C 1.0024 3.3779 -2.1264 0.6 -0.5 0.6
C 0.4723 4.5981 -1.7503 0.1 0.1 0.1
C -0.4648 5.2054 -2.5712 0.0 0.1 0.0
C -0.8693 4.5900 -3.7435 -0.1 0.0 0.0
C -0.3357 3.3662 -4.1141 0.0 -0.1 -0.1
C 0.6045 2.7569 -3.3026 0.2 -0.2 0.0
C 3.1192 2.9936 0.9232 -0.4 -0.2 -0.7
C 3.4294 2.0181 1.8582 -0.1 -0.3 -0.1
C 3.9239 2.3877 3.0966 0.1 0.0 0.0
C 4.1008 3.7270 3.3962 0.0 0.0 0.0
C 3.7914 4.6950 2.4561 0.0 0.1 0.0
C 3.3067 4.3351 1.2079 0.0 0.1 -0.1
H 3.4447 3.4156 -3.6801 0.0 0.1 -0.1
H 5.5569 3.3849 -4.9551 0.0 0.1 -0.1
H 7.4751 2.0630 -4.1402 0.0 0.0 0.0
H 7.2618 0.7281 -2.0779 0.1 -0.1 0.0
H 5.1422 0.7472 -0.8060 0.1 -0.1 0.1
H 0.7816 5.0875 -0.8375 0.0 0.0 0.1
H -0.8704 6.1679 -2.2994 -0.1 0.1 0.1
H -1.6032 5.0653 -4.3737 -0.1 0.1 -0.1
H -0.6401 2.8913 -5.0352 0.0 0.0 0.0
H 1.0298 1.7955 -3.5716 -0.1 0.0 -0.1
H 3.2662 0.9704 1.6240 0.0 0.0 0.1
H 4.1734 1.6297 3.8231 0.0 -0.1 0.1
H 4.4767 4.0145 4.3657 0.0 0.1 0.1
H 3.9236 5.7372 2.6982 0.0 0.1 0.0
H 3.0882 5.0998 0.4742 0.0 0.1 0.0
C -2.9257 0.1409 -2.9216 0.0 0.3 0.7
Si -3.3058 0.9205 -1.2076 -0.3 -0.3 -0.1
C -4.2769 -0.2929 -0.0940 0.4 0.4 -0.3
C -4.4766 2.3879 -1.5498 0.6 -0.4 0.2
C -1.6945 1.4929 -0.3364 -0.8 0.8 0.3
Si -1.9912 2.6980 1.1386 -0.1 0.5 0.6
C -0.2406 3.0386 1.8895 -0.5 -0.7 -0.4
C -2.7431 4.4161 0.7962 0.2 -0.7 -0.2
C -3.0496 1.8025 2.4611 0.6 0.1 -0.7
H -3.2932 -0.8785 -2.9799 -0.1 -0.2 0.0
H -1.8667 0.1315 -3.1599 0.2 0.0 0.0
H -3.4274 0.7047 -3.7027 -0.1 0.1 -0.1
H -4.6182 -1.1579 -0.6489 -0.1 -0.2 -0.2
H -5.1579 0.1823 0.3193 -0.2 0.2 0.1
H -3.6822 -0.6537 0.7373 0.1 -0.1 0.2
H -5.3116 2.0525 -2.1558 -0.1 -0.2 -0.1
H -3.9864 3.1942 -2.0838 0.2 0.2 -0.1
H -4.8872 2.7933 -0.6331 -0.1 0.1 0.3
H -1.0708 1.9889 -1.0972 0.1 -0.1 0.2
H 0.3219 3.7339 1.2688 0.1 0.0 -0.2
H 0.3656 2.1181 1.9984 0.2 0.4 0.2
H -0.3168 3.4737 2.8803 -0.1 0.0 0.2
H -2.4922 4.7870 -0.1908 0.1 0.1 -0.2
H -2.3957 5.1431 1.5236 0.2 0.0 0.2
H -3.8229 4.3744 0.8667 -0.3 0.0 0.0
H -2.7262 0.7682 2.5938 0.0 0.0 0.1
H -4.0893 1.7785 2.1554 -0.3 0.0 -0.1
H -2.9875 2.2910 3.4285 0.1 0.2 0.1
```
Forces are in eV/Å.

Properties
Relative energy (zero: lowest compared OMol25 entry of this formula, charge and spin)   38.7 kcal/mol
Charge   +1
Calculated total energy   -4272.886686 Eh
<S²>   6.342
Maximum force   0.0531 Eh/bohr
2S+1   5
E_HOMO (spin up / spin down)   -8.848 / -8.902 eV

Atomic partial charges in e from the Löwdin method, atoms 1 to 2: 0.589, -0.073